# 1
# H22NO14

H22NO14 as an isolated structure (the ωB97M-V functional and the def2-TZVPD basis, OMol25).

Cartesian coordinates (Å):
N1 -0.5839 0.3087 0.4397
O1 -0.2719 -0.7273 -0.1043
O2 0.1611 1.3397 0.3887
O3 -1.6179 0.2467 1.1747
O4 -2.4979 0.4947 -2.4043
H1 -1.6629 1.0517 -2.3353
H2 -2.7229 0.2177 -1.5303
O5 1.4381 3.3337 1.9607
H3 0.8311 2.5427 1.4507
H4 1.7441 2.8627 2.6847
O6 0.5631 -2.4143 -2.7443
H5 -0.0529 -2.6983 -2.1803
H6 0.0591 -1.6403 -3.1153
O7 0.4691 -1.3243 3.0087
H7 0.8501 -0.6053 3.5337
H8 0.0261 -0.7943 2.4627
O8 2.7011 -2.1053 -1.0923
H9 3.2361 -2.6473 -1.3823
H10 1.9731 -1.8753 -1.6263
O9 -0.3129 1.9727 -2.3553
H11 0.2621 1.8987 -1.5923
H12 -0.8609 2.6027 -2.1773
O10 2.1351 -2.5693 1.4237
H13 2.5351 -2.1163 0.6877
H14 1.7431 -1.8203 1.7357
O11 -1.7669 3.3367 1.7217
H15 -1.7529 3.6647 2.5867
H16 -1.5869 2.3767 1.8627
O12 -3.5929 0.1377 -0.0283
H17 -3.0459 0.3117 0.7237
H18 -3.7219 1.0747 -0.3023
O13 -1.1299 -2.6383 -1.0873
H19 -0.6479 -3.2993 -0.3773
H20 -0.6839 -1.6883 -0.8003
O14 2.8611 0.6917 -0.3303
H21 3.0351 -0.2393 -0.1353
H22 1.8911 0.7357 -0.1463

Computed properties:
gap between HOMO and LUMO: 9.78 eV
net charge: -1
HOMO level: -7.4 eV
energy above the lowest of the compared OMol25 structures with the same formula, charge and spin: 5.581 eV

Atomic partial charges in e from the natural (NBO) method, atoms 1 to 4:
1. N 0.7474
2. O -0.4540
3. O -0.5587
4. O -0.5314

---

# 2
# C2H3NO3

A 2-piece molecular cluster, C2H3NO3 overall (the ωB97M-V functional and the def2-TZVPD basis, OMol25).

Cartesian coordinates (Å):
C1 1.8494 0.1074 0.1507
C2 0.5486 0.7568 -0.0485
N1 -0.7913 -0.7469 0.0923
O1 2.0164 -0.9524 0.6844
O2 0.0759 1.8303 0.0246
O3 -1.9788 -0.2143 -0.3688
H1 2.6885 0.6917 -0.2851
H2 -0.4645 -1.3365 -0.6742
H3 -2.3003 0.3836 0.3195

Computed properties:
gap between HOMO and LUMO (spin up / spin down): 7.29 / 7.30 eV
HOMO level (spin up / spin down): -8.5 / -8.5 eV
energy above the lowest of the compared OMol25 structures with the same formula, charge and spin: 5.404 eV

Atomic partial charges in e from the natural (NBO) method, atoms 1 to 4:
1. C 0.2896
2. C 0.5739
3. N -0.3680
4. O -0.4197

---

# 3
# C58H55F8OS

A 9-piece molecular cluster, C58H55F8OS overall (the ωB97M-V functional and the def2-TZVPD basis, OMol25).

Cartesian coordinates (Å):
C1 -0.4283 3.1116 2.3165
C2 -1.5476 2.8207 1.2145
C3 -1.5820 1.3170 0.7128
S1 -0.6835 0.0915 1.7513
O1 -2.7681 3.2887 1.7651
C4 -3.7781 3.5540 0.7522
C5 -4.9898 2.6072 1.0960
C6 -5.7833 2.9285 2.2837
C7 -6.8672 2.0182 2.6058
C8 -7.1180 0.8446 1.7607
C9 -6.3413 0.5726 0.5728
C10 -5.2482 1.4741 0.2297
H1 -0.8081 2.6194 3.2588
H2 0.5704 2.7139 2.0134
H3 -0.4424 4.2128 2.4955
H4 -1.3127 3.4487 0.3046
H5 -1.1331 1.2357 -0.3171
H6 -2.6320 0.9244 0.6074
H7 0.5377 0.5448 2.1694
H8 -1.4467 -0.3894 2.7824
H9 -3.4183 3.4274 -0.2984
H10 -4.1051 4.6196 0.9158
H11 -5.5767 3.8085 2.9258
H12 -7.4985 2.1746 3.5059
H13 -7.9263 0.1317 2.0264
H14 -6.4996 -0.3096 -0.0899
H15 -4.5857 1.3421 -0.6556
F1 -0.4376 -1.1978 -1.3579
C11 0.5819 -2.0807 -1.2350
C12 0.9728 -2.8236 -2.3315
C13 2.0228 -3.7241 -2.2018
C14 2.6601 -3.8766 -0.9740
C15 2.2526 -3.1261 0.1212
C16 1.2095 -2.2177 -0.0119
H16 0.4591 -2.6968 -3.2767
H17 2.3452 -4.3072 -3.0561
H18 3.4760 -4.5828 -0.8733
H19 2.7463 -3.2480 1.0781
H20 0.8787 -1.6147 0.8239
F2 2.8721 -6.0591 -4.3784
C17 1.7629 -6.8015 -4.5594
C18 1.1992 -7.4505 -3.4765
C19 0.0523 -8.2119 -3.6608
C20 -0.5108 -8.3232 -4.9271
C21 0.0684 -7.6693 -6.0078
C22 1.2092 -6.8992 -5.8223
H21 1.6571 -7.3585 -2.4987
H22 -0.4019 -8.7186 -2.8179
H23 -1.4032 -8.9210 -5.0706
H24 -0.3681 -7.7591 -6.9952
H25 1.6692 -6.3756 -6.6516
F3 0.3670 5.3530 -0.2729
C23 -0.3618 5.9581 -1.2295
C24 0.0617 5.9043 -2.5450
C25 -0.6989 6.5246 -3.5287
C26 -1.8663 7.1979 -3.1830
C27 -2.2763 7.2467 -1.8562
C28 -1.5205 6.6178 -0.8751
H26 0.9776 5.3817 -2.7937
H27 -0.3819 6.4837 -4.5634
H28 -2.4561 7.6846 -3.9506
H29 -3.1831 7.7741 -1.5855
H30 -1.8266 6.6374 0.1633
F4 3.1865 -8.4307 -0.5360
C29 3.8774 -8.1003 0.5700
C30 5.2314 -8.3745 0.6299
C31 5.9447 -8.0284 1.7700
C32 5.2940 -7.4226 2.8391
C33 3.9318 -7.1571 2.7674
C34 3.2188 -7.4927 1.6235
H31 5.7189 -8.8544 -0.2096
H32 7.0072 -8.2315 1.8257
H33 5.8512 -7.1573 3.7300
H34 3.4250 -6.6890 3.6032
H35 2.1583 -7.2861 1.5458
F5 -2.7561 -4.8109 -7.7993
C35 -1.6445 -4.1913 -8.2313
C36 -1.5630 -3.7864 -9.5513
C37 -0.4153 -3.1418 -9.9950
C38 0.6401 -2.9196 -9.1173
C39 0.5467 -3.3361 -7.7948
C40 -0.6046 -3.9711 -7.3470
H36 -2.3919 -3.9755 -10.2221
H37 -0.3432 -2.8135 -11.0247
H38 1.5365 -2.4205 -9.4662
H39 1.3711 -3.1664 -7.1120
H40 -0.6984 -4.2951 -6.3175
F6 -0.0303 11.6926 -0.0137
C41 0.8981 10.7373 0.1537
C42 0.6125 9.4404 -0.2331
C43 1.5748 8.4531 -0.0643
C44 2.8060 8.7725 0.4982
C45 3.0777 10.0792 0.8868
C46 2.1205 11.0697 0.7089
H41 -0.3551 9.2092 -0.6619
H42 1.3666 7.4382 -0.3691
H43 3.5547 8.0003 0.6333
H44 4.0354 10.3267 1.3285
H45 2.3176 12.0945 0.9976
F7 1.7441 -8.8896 4.9394
C47 1.8237 -8.1640 6.0664
C48 2.7048 -8.5491 7.0610
C49 2.7901 -7.7949 8.2241
C50 1.9870 -6.6715 8.3841
C51 1.1028 -6.2981 7.3798
C52 1.0235 -7.0447 6.2110
H46 3.3165 -9.4318 6.9222
H47 3.4819 -8.0833 9.0060
H48 2.0516 -6.0868 9.2942
H49 0.4741 -5.4248 7.5069
H50 0.3462 -6.7636 5.4138
F8 -2.5114 7.6256 2.0549
C53 -1.8296 7.9834 3.1625
C54 -0.4702 7.7375 3.2269
C55 0.2341 8.1103 4.3644
C56 -0.4311 8.7137 5.4255
C57 -1.7985 8.9501 5.3483
C58 -2.5025 8.5879 4.2071
H51 0.0295 7.2593 2.3922
H52 1.3008 7.9303 4.4236
H53 0.1187 9.0005 6.3142
H54 -2.3167 9.4169 6.1770
H55 -3.5666 8.7724 4.1253

Computed properties:
gap between HOMO and LUMO: 6.96 eV
net charge: +1
HOMO level: -10.6 eV

Atomic partial charges in e from the Löwdin method, atoms 1 to 4:
1. C -0.0456
2. C -0.4151
3. C -0.2947
4. S 1.0664

---

# 4
# C25H33O2Sn

C25H33O2Sn as an isolated structure (the ωB97M-V functional and the def2-TZVPD basis, OMol25).

Cartesian coordinates (Å):
O1 0.2363 -0.8934 -4.9853
C1 0.4036 0.3988 -5.6872
C2 0.3701 -0.1181 -7.1043
H1 1.4008 0.8134 -5.4717
H2 -0.4287 1.0645 -5.4404
C3 0.2965 -1.5014 -6.3915
H3 1.3110 0.0110 -7.6444
H4 -0.4785 0.1850 -7.7205
C4 1.6040 -2.2571 -6.6271
H5 2.4788 -1.5986 -6.5270
H6 1.6257 -2.7027 -7.6384
H7 1.6973 -3.0686 -5.8984
C5 -0.8728 -2.3671 -6.8343
H8 -1.7766 -1.7788 -6.9824
H9 -1.0312 -3.1555 -6.0968
H10 -0.6788 -2.8368 -7.8133
Sn1 0.2750 0.0450 -2.4110
C6 -2.6231 -1.6121 0.4766
C7 -2.0245 -0.3693 0.8529
C8 -2.2678 0.5806 -0.1771
H11 -1.4683 -0.2019 1.7745
C9 -3.1395 -0.0184 -1.1400
C10 -3.3433 -1.3860 -0.7454
H12 -3.9752 -2.1051 -1.2705
H13 -2.5522 -2.5676 1.0245
H14 -1.8511 1.5906 -0.2228
H15 -3.6040 0.4956 -1.9954
C11 1.2548 -2.4421 0.4566
C12 0.5702 -3.4123 -0.3459
C13 0.8225 -3.1294 -1.6992
H16 0.0026 -4.2521 0.0466
C14 1.7060 -1.9748 -1.7694
C15 1.9621 -1.5770 -0.4080
H17 2.6363 -0.7751 -0.1114
H18 1.2739 -2.4266 1.5451
H19 0.4511 -3.6984 -2.5526
H20 2.2904 -1.6876 -2.6442
O2 1.9912 4.5252 -5.4221
C16 2.0622 3.8136 -4.1402
C17 0.6088 3.4676 -3.7541
H21 2.4901 4.3914 -3.2704
H22 2.7682 2.9647 -4.2826
C18 -0.1053 4.7927 -4.1531
H23 0.4874 3.0695 -2.7390
H24 0.2073 2.6994 -4.4230
C19 0.6312 5.1653 -5.4774
H25 0.0149 5.6510 -3.4666
H26 -1.1859 4.5813 -4.3161
H27 0.7934 6.2729 -5.6720
H28 -0.0338 4.7739 -6.3294
C20 1.9574 3.0266 1.6541
C21 1.4801 1.7430 1.9340
C22 0.9237 0.9417 0.9011
C23 0.8060 1.3721 -0.4246
C24 1.1325 2.7151 -0.6089
C25 1.7897 3.5075 0.3537
H29 2.4455 3.6411 2.4204
H30 1.5413 1.3723 2.9641
H31 0.5981 -0.0523 1.2063
H32 0.8903 3.2335 -1.5335
H33 2.1628 4.5054 0.0946

Computed properties:
gap between HOMO and LUMO: 5.32 eV
net charge: -1
HOMO level: -3.1 eV
energy above the lowest of the compared OMol25 structures with the same formula, charge and spin: 1.339 eV

Atomic partial charges in e from the natural (NBO) method, atoms 1 to 4:
1. O -0.5685
2. C -0.0745
3. C -0.4720
4. H 0.1861